(1)
This record from the Open Molecules 2025 dataset describes a 2-piece molecular cluster, C3H6BrO2P overall. The level of theory is ωB97M-V/def2-TZVPD.

Computed properties:
* gap between HOMO and LUMO (alpha / beta): 6.0 / 5.2 eV
* molar mass: 184.957 u
* energy relative to the best compared isomer or geometry (same formula, charge and spin): 248.12 kJ/mol
* spin multiplicity: 3
* ⟨S²⟩: 2.010
* LUMO energy (alpha / beta): 0.006 / -0.140 Ha

Cartesian coordinates (Å):
C  -1.18  -0.16  1.08
C  0.89  0.77  1.78
C  -0.44  -0.54  -2.60
O  -1.31  0.55  0.16
O  -0.18  -0.23  1.93
P  0.00  0.97  -2.64
Br  -1.31  1.92  -4.26
H  1.68  0.41  1.25
H  1.15  0.98  2.84
H  0.37  1.75  1.34
H  -2.00  -0.86  1.28
H  0.11  -1.22  -1.93
H  -1.23  -0.99  -3.31

Löwdin atomic charges, in units of e: -0.4430, -0.0101, -0.6083, 0.0273, -0.0566, 0.4452, 0.1869, 0.0446, 0.0993, 0.1375, 0.1477, -0.0119, 0.0414

---

(2)
This record from the Open Molecules 2025 dataset describes C3H6CeO3 as an isolated structure. The level of theory is ωB97M-V/def2-TZVPD.

Computed properties:
* gap between HOMO and LUMO (alpha / beta): 6.8 / 8.4 eV
* molar mass: 230.194 u
* energy relative to the best compared isomer or geometry (same formula, charge and spin): 284.07 kJ/mol
* charge: +2
* spin multiplicity: 3
* ⟨S²⟩: 2.001
* LUMO energy (alpha / beta): -0.342 / -0.343 Ha

Cartesian coordinates (Å):
C  1.16  0.54  -1.06
C  0.62  0.92  0.28
O  -0.38  -0.05  0.64
C  -1.63  0.35  0.66
O  -2.20  -0.79  1.04
Ce  -0.59  -2.37  2.07
H  1.97  1.22  -1.32
H  0.35  0.66  -1.80
H  0.18  1.92  0.23
H  1.13  0.97  1.36
H  -3.21  -0.94  0.53
O  1.65  -0.88  -1.27
H  0.97  -1.55  -1.35

Löwdin atomic charges, in units of e: -0.1301, -0.1334, -0.2394, -0.0538, -0.1994, 1.8193, 0.1516, 0.1447, 0.1424, 0.1920, 0.3020, -0.0558, 0.0599

---

(3)
This record from the Open Molecules 2025 dataset describes C3H6CeO3 as an isolated structure. The level of theory is ωB97M-V/def2-TZVPD.

Computed properties:
* gap between HOMO and LUMO (alpha / beta): 6.7 / 9.4 eV
* molar mass: 230.194 u
* energy relative to the best compared isomer or geometry (same formula, charge and spin): 45.28 kJ/mol
* charge: +2
* spin multiplicity: 3
* ⟨S²⟩: 2.002
* LUMO energy (alpha / beta): -0.347 / -0.351 Ha

Cartesian coordinates (Å):
H  0.37  2.06  -1.03
O  0.59  -0.09  0.95
C  -0.46  -0.02  0.31
O  -0.79  -0.98  -0.51
Ce  3.13  0.28  0.80
O  -1.06  1.09  0.03
C  -0.27  2.27  -0.17
H  0.35  2.48  0.71
H  -0.93  3.12  -0.38
C  -0.34  -2.31  -0.22
H  0.71  -2.29  -0.49
H  -0.41  -2.60  0.84
H  -0.88  -3.02  -0.85

Löwdin atomic charges, in units of e: 0.1102, -0.1051, -0.5790, 0.0771, 1.8149, 0.0726, 0.0241, 0.0939, 0.1324, 0.0234, 0.0875, 0.1206, 0.1273

---

(4)
This record from the Open Molecules 2025 dataset describes a 2-piece molecular cluster, C3H6Cl2N overall. The level of theory is ωB97M-V/def2-TZVPD.

Computed properties:
* gap between HOMO and LUMO: 8.8 eV
* molar mass: 126.994 u
* energy relative to the best compared isomer or geometry (same formula, charge and spin): 288.08 kJ/mol
* charge: +1
* LUMO energy: -0.185 Ha

Cartesian coordinates (Å):
C  0.28  0.55  1.32
C  0.25  -0.25  -0.97
C  -0.58  -3.33  1.17
N  0.14  -0.40  0.45
Cl  -1.04  -4.81  0.53
Cl  -0.92  -3.27  2.82
H  0.26  0.37  2.38
H  0.67  1.45  1.06
H  0.47  0.77  -1.25
H  -0.61  -0.58  -1.66
H  1.16  -0.89  -1.09
H  -0.21  -1.37  0.88

Löwdin atomic charges, in units of e: 0.1856, -0.0296, -1.0358, -0.0317, 0.6469, 0.6057, 0.1195, 0.0828, 0.0953, 0.1431, 0.1253, 0.0930

---

(5)
This record from the Open Molecules 2025 dataset describes an isolated ion of composition C3H6Cl2N3S and charge +1. The level of theory is ωB97M-V/def2-TZVPD.

Computed properties:
* gap between HOMO and LUMO (alpha / beta): 7.1 / 7.2 eV
* molar mass: 187.075 u
* energy relative to the best compared isomer or geometry (same formula, charge and spin): 2.64 kJ/mol
* charge: +1
* spin multiplicity: 3
* ⟨S²⟩: 2.008
* LUMO energy (alpha / beta): -0.127 / -0.265 Ha

Cartesian coordinates (Å):
C  0.33  1.87  -0.09
C  -0.50  -0.53  -0.07
C  0.70  -1.52  -0.05
N  -0.07  0.90  0.68
N  0.23  1.69  -1.37
N  -1.56  -0.95  0.70
S  -0.39  0.06  -1.86
Cl  0.82  -2.53  1.39
Cl  2.43  -0.75  -0.33
H  0.70  2.86  0.27
H  0.59  -2.13  -1.02
H  -0.23  0.89  1.76
H  0.75  2.33  -1.94
H  -2.45  -0.51  0.55
H  -1.36  -1.69  1.38

Löwdin atomic charges, in units of e: -0.2470, -0.7151, -0.9885, 0.0814, -0.1848, 0.0759, 1.0276, 0.6775, 0.5182, 0.1717, 0.0753, 0.2095, 0.1090, 0.1148, 0.0744

---

(6)
This record from the Open Molecules 2025 dataset describes the molecule C3H6Cl2OSi. The level of theory is ωB97M-V/def2-TZVPD.

Computed properties:
* gap between HOMO and LUMO (alpha / beta): 7.1 / 7.5 eV
* molar mass: 157.072 u
* energy relative to the best compared isomer or geometry (same formula, charge and spin): 0.00 kJ/mol
* spin multiplicity: 3
* ⟨S²⟩: 2.005
* LUMO energy (alpha / beta): 0.028 / -0.111 Ha

Cartesian coordinates (Å):
C  0.01  -1.81  -0.97
C  1.20  -1.73  -0.42
C  -0.39  1.81  0.78
O  0.91  1.07  0.36
Si  2.08  -0.13  0.02
Cl  3.20  0.86  -1.34
Cl  3.27  -0.53  1.64
H  -0.41  -2.73  -1.47
H  -0.42  -0.88  -1.45
H  1.69  -2.54  -0.10
H  -0.85  1.37  1.65
H  -0.09  2.85  0.94
H  -0.98  1.66  -0.14

Löwdin atomic charges, in units of e: -0.0804, -0.2542, -0.0039, -0.3874, -0.3478, 0.3529, 0.3284, 0.0836, 0.0724, 0.0132, 0.0661, 0.0763, 0.0808

---

Number 1: strongest force on any atom 0.129 Eh/bohr. Number 2: strongest force on any atom 0.136 Eh/bohr. Number 3: strongest force on any atom 0.072 Eh/bohr. Number 4: strongest force on any atom 0.084 Eh/bohr. Number 5: strongest force on any atom 0.092 Eh/bohr. Number 6: strongest force on any atom 0.225 Eh/bohr.